1.
This record from the OMol25 dataset describes 2 unconnected molecules or ions with the total composition C4H10N2O2 at a distorted geometry. The level of theory is ωB97M-V with the def2-TZVPD basis set.

Summary:
- Energy above the lowest of the compared OMol25 structures with the same formula, charge and spin: 0.487 eV
- SMILES: CC(N)=O.CC(N)=O
- Lowest unoccupied orbital energy: 0.6 eV

Structure (XYZ):
```
18
Properties=species:S:1:pos:R:3:forces:R:3
C 1.73965 1.78975 -1.18245 -0.440 0.335 -0.015
C 1.77437 0.71222 -0.13302 -0.164 -0.781 -0.231
N 2.61709 -0.34276 -0.39280 -0.043 0.213 0.383
O 1.01837 0.67112 0.82098 -0.008 0.276 -0.150
H 2.43795 2.59621 -0.93906 0.045 -0.190 -0.202
H 0.73767 2.21687 -1.17315 0.044 0.087 0.146
H 1.88203 1.39080 -2.18938 0.395 0.069 0.196
H 2.63218 -1.03005 0.34423 0.146 -0.034 0.027
H 3.48383 -0.19797 -0.88036 -0.063 0.035 -0.208
C -1.61245 -1.50231 1.44731 -0.322 -0.979 -0.619
C -2.45396 -1.06931 0.27578 -0.550 -0.241 -0.097
N -2.28914 0.22059 -0.11693 0.199 0.779 -0.181
O -3.24298 -1.80707 -0.29767 0.249 0.282 0.261
H -1.59941 -2.58272 1.43126 0.035 -0.394 -0.238
H -2.08751 -1.30018 2.40726 0.427 0.790 -0.046
H -0.60314 -1.17393 1.23939 0.261 0.487 0.849
H -2.85522 0.54506 -0.88149 -0.055 -0.122 -0.065
H -1.57933 0.86370 0.22011 -0.156 -0.615 0.187
```
Forces are in eV/Å.



2.
This record from the OMol25 dataset describes a single C4H10N2O2 molecule at a distorted geometry. The level of theory is ωB97M-V with the def2-TZVPD basis set.

Summary:
- Energy above the lowest of the compared OMol25 structures with the same formula, charge and spin: 2.302 eV
- SMILES: NC(=O)[C@H](N)CCO
- Lowest unoccupied orbital energy: 0.7 eV

Structure (XYZ):
```
18
Properties=species:S:1:pos:R:3:forces:R:3
N -0.00586 2.14370 -1.44973 -2.006 -1.114 -0.471
C -0.74480 1.04720 -1.12797 0.450 -0.896 0.034
O -1.93778 1.02409 -1.30561 -0.586 -0.447 -0.004
C 0.04780 -0.16064 -0.51564 1.007 0.183 1.439
N -0.48876 -1.50803 -0.54550 -2.390 0.743 -1.446
C 0.16152 -0.02146 0.98137 -0.277 4.574 2.119
C 1.44068 -0.46610 1.63648 -1.743 -1.549 2.863
O 1.25419 -1.85123 2.04245 -0.330 -1.131 -1.209
H 0.89143 2.22510 -1.12877 2.464 0.433 0.696
H -0.52715 2.93175 -1.76103 -0.095 0.560 -0.064
H 1.10298 -0.13434 -0.85173 -0.563 -0.115 -0.462
H -0.56964 -1.71182 -1.51833 0.082 -0.990 -1.102
H -1.51451 -1.31853 -0.34694 1.272 -0.627 0.171
H -0.60409 -0.57572 1.60466 0.286 1.001 -1.140
H 0.07581 1.16033 1.18853 -0.018 -2.352 0.056
H 2.31550 -0.43522 1.04899 1.167 0.659 -0.670
H 1.50974 0.02868 2.68095 0.399 -0.378 -1.975
H 0.81977 -2.39675 1.31011 0.881 1.444 1.164
```
Forces are in eV/Å.



- The highest lowest unoccupied orbital energy belongs to which entry?
  number 2